1.
Density functional theory data (wB97M-V/def2-TZVPD) for an isolated molecule of C7H8Cl2N2O3S in a non-equilibrium geometry.

Gap between HOMO and LUMO, eV: 8.833
Calculated total energy, eV: -52389.2634
SMILES: CCCS(=O)(=O)n1ncc(Cl)c(Cl)c1=O
HOMO level, Eh: -0.365

```
! wB97M-V def2-TZVPD RIJCOSX def2/J DEFGRID3
* xyz 0 1
H -2.86 0.19 -1.08
H -1.20 0.34 1.52
C 2.53 -2.12 -1.72
H -0.27 1.57 -0.23
O 0.98 -0.55 1.17
H -2.86 -0.29 1.45
H -1.31 2.28 -1.52
C 1.29 -2.63 -2.32
N 0.13 -2.45 -1.74
S -1.47 -1.81 0.41
C -2.28 0.77 -0.32
N 0.00 -1.75 -0.55
O -2.54 -2.31 -0.46
C -1.94 -0.14 0.87
C 2.44 -1.43 -0.50
H 1.36 -3.10 -3.31
H -2.89 1.61 0.02
C 1.11 -1.23 0.11
Cl 4.07 -2.44 -2.45
H -0.57 0.66 -1.71
C -1.02 1.35 -1.00
Cl 3.85 -0.86 0.36
O -1.31 -2.70 1.56
*
```

2.
Density functional theory data (wB97M-V/def2-TZVPD) for an isolated molecule of C7H8Cl2OS in a non-equilibrium geometry.

Gap between HOMO and LUMO, eV: 9.491
Calculated total energy, eV: -45313.7268
SMILES: CSOC1C=C(Cl)CC(Cl)=C1
HOMO level, Eh: -0.324
Relative energy (zero: lowest compared OMol25 entry of this formula, charge and spin), kJ/mol: 73.6

```
! wB97M-V def2-TZVPD RIJCOSX def2/J DEFGRID3
* xyz 0 1
H 0.64 -2.09 1.24
H 1.29 1.93 1.26
S -1.13 0.57 -2.08
Cl -2.41 -2.57 1.55
H 0.83 -0.70 -1.80
H -0.13 -1.38 -3.22
C 0.86 -0.13 1.92
C -0.76 1.13 0.56
C -1.30 -1.21 1.44
C 0.52 1.07 1.39
H 0.15 -2.18 2.78
C -1.69 -0.05 0.83
C -0.11 -1.04 -2.21
H -2.64 0.10 0.54
Cl 2.30 -0.21 2.88
C 0.11 -1.45 1.92
O -0.37 1.29 -0.80
H -1.44 2.07 0.76
H -0.52 -1.97 -1.72
*
```

3.
Density functional theory data (wB97M-V/def2-TZVPD) for an isolated ion of composition C7H8ClN2 and charge +1 in a non-equilibrium geometry.

Gap between HOMO and LUMO, eV: 8.008
Calculated total energy, eV: -22881.1548
SMILES: C[C@]1(Cl)C=CC=C[C@@H]1[N+]#N
HOMO level, Eh: -0.499
Relative energy (zero: lowest compared OMol25 entry of this formula, charge and spin), kJ/mol: 108.3

```
! wB97M-V def2-TZVPD RIJCOSX def2/J DEFGRID3
* xyz 1 1
C -0.60 -2.01 0.21
C 0.65 1.88 -0.68
H -1.05 -2.99 0.19
H -1.58 -1.37 1.98
H -0.06 1.90 -1.43
N -2.46 1.62 0.83
H 1.36 -0.40 -2.02
C 0.26 -1.78 -0.90
C -0.41 0.30 1.02
Cl 2.22 0.23 0.91
C -0.96 -1.11 1.11
H 0.32 -2.52 -1.66
H 0.05 0.62 2.01
H 1.57 2.24 -1.33
C 0.81 -0.60 -1.15
N -1.53 1.01 0.88
H 0.65 2.53 0.10
C 0.74 0.46 -0.06
*
```

4.
Density functional theory data (wB97M-V/def2-TZVPD) for C7H8CoN2O4S as an isolated structure in a non-equilibrium geometry.

Gap between HOMO and LUMO (alpha / beta), eV: 4.994 / 3.489
Calculated total energy, eV: -66998.1809
HOMO level (alpha / beta), Eh: -0.470 / -0.584
Relative energy (zero: lowest compared OMol25 entry of this formula, charge and spin), kJ/mol: 224.3

```
! wB97M-V def2-TZVPD RIJCOSX def2/J DEFGRID3
* xyz 2 4
C -1.54 0.71 0.33
C 1.36 -0.73 -0.81
H 1.19 0.52 5.46
O -2.38 1.18 0.98
H 3.26 -0.70 2.75
S 0.80 0.10 1.95
C 1.55 0.05 3.50
N 0.80 0.49 4.51
H -0.74 0.26 -5.38
N 2.80 -0.39 3.60
H -3.53 -0.39 -4.23
O 1.01 2.59 -0.67
H -2.84 1.29 -4.58
C -2.71 0.21 -4.62
H -1.43 -1.42 -5.03
H -0.14 0.80 4.27
O 2.42 -1.18 -0.88
C 0.49 1.54 -0.66
C -0.79 -1.57 -0.01
O -1.12 -2.59 0.41
H 3.25 -0.39 4.52
Co -0.14 -0.02 -0.36
C -1.59 -0.35 -5.06
*
```

What is the calculated total energy in the fourth record?
-66998.1809 eV